# 1
The following is a DFT calculation (ωB97M-V/def2-TZVPD) of a molecular structure, C30H46BrCdN3P2 in a non-equilibrium geometry.

The value obtained for the lowest unoccupied orbital energy (spin up / spin down) is -8.7 / -9.6 eV. The molar mass is 703.0 g/mol. For the gap between HOMO and LUMO (spin up / spin down), the calculation gives 0.15016 / 0.08404 Ha. The total charge is +2. For the total energy, the calculation gives -4758.817913 Eh. As for the energy above the lowest of the compared OMol25 structures with the same formula, charge and spin: 45.4 kcal/mol.

Last column: Mulliken charge in e.
Geometry (Å):
N  -7.13  5.37  -6.45  -0.539
C  -6.85  5.94  -5.28  -0.311
C  -5.91  5.41  -4.39  -0.502
C  -5.23  4.21  -4.72  0.706
C  -5.54  3.64  -5.96  -0.419
C  -6.49  4.26  -6.80  -0.362
C  -4.25  3.58  -3.84  -0.031
Cd  0.63  0.14  -0.22  1.452
P  5.40  -0.86  -1.06  -0.069
C  -3.42  2.55  -4.20  -0.680
C  -2.46  1.99  -3.28  0.819
C  -1.26  1.44  -3.77  -0.749
C  -0.16  1.29  -2.89  -0.550
C  -0.42  1.51  -1.55  -0.480
C  -1.59  1.97  -1.02  0.108
C  -2.66  2.16  -1.89  -0.868
Br  1.75  2.67  -0.12  -0.208
H  -4.16  4.06  -2.85  0.345
H  -3.41  2.17  -5.23  0.236
H  -5.76  5.91  -3.44  0.367
H  -5.09  2.70  -6.26  0.302
H  -7.41  6.85  -5.03  0.360
H  -6.72  3.84  -7.79  0.362
H  -1.17  1.26  -4.84  0.455
H  -3.61  2.54  -1.53  0.509
H  0.82  0.95  -3.22  0.670
H  -1.67  2.13  0.06  0.451
P  -0.48  -2.11  -1.10  0.055
C  4.92  0.89  -0.85  0.062
C  6.10  1.82  -1.21  -1.364
H  4.58  1.00  0.19  0.419
H  4.04  1.06  -1.49  -0.068
H  5.90  2.82  -0.84  0.379
H  7.03  1.48  -0.76  0.376
H  6.26  1.90  -2.28  0.324
C  4.71  -1.31  -2.70  0.680
C  5.60  -2.36  -3.34  -1.287
H  4.69  -0.39  -3.30  0.449
H  3.67  -1.66  -2.57  -0.801
H  5.36  -2.49  -4.40  0.390
H  6.66  -2.07  -3.27  0.378
H  5.49  -3.34  -2.86  0.323
C  4.46  -1.82  0.18  0.081
C  5.35  -2.04  1.41  -1.305
H  4.24  -2.77  -0.31  0.361
H  3.50  -1.34  0.44  -0.143
H  4.90  -2.77  2.09  0.386
H  6.33  -2.41  1.11  0.385
H  5.50  -1.12  2.00  0.312
C  -0.46  -3.41  0.20  -0.614
C  -1.54  -4.48  0.21  -1.249
H  -0.45  -2.88  1.16  0.469
H  0.53  -3.88  0.10  0.572
H  -2.49  -4.11  0.62  0.242
H  -1.74  -4.90  -0.78  0.309
H  -1.22  -5.31  0.85  0.412
C  0.53  -2.80  -2.48  0.698
C  0.00  -2.56  -3.89  -1.280
H  0.67  -3.87  -2.27  0.529
H  1.53  -2.33  -2.38  -0.774
H  -0.89  -3.16  -4.11  0.357
H  -0.23  -1.50  -4.08  0.193
H  0.76  -2.87  -4.61  0.443
C  -2.19  -2.05  -1.75  -0.654
C  -3.25  -1.56  -0.76  -1.139
H  -2.44  -3.04  -2.17  0.600
H  -2.14  -1.36  -2.61  0.441
H  -4.08  -1.11  -1.33  0.340
H  -3.67  -2.39  -0.18  0.312
H  -2.85  -0.80  -0.08  0.134
N  -2.75  1.35  5.39  -0.459
C  -2.17  1.06  4.20  1.212
C  -2.31  -0.21  3.60  -1.076
C  -1.66  -0.46  2.39  -0.305
N  -0.82  0.43  1.81  0.044
C  -0.75  1.67  2.35  -0.228
C  -1.39  2.03  3.53  -1.041
H  -3.30  0.66  5.88  0.205
H  -2.64  2.26  5.83  0.208
H  -2.93  -0.97  4.08  0.347
H  -1.80  -1.41  1.87  0.366
H  -0.14  2.39  1.80  0.269
H  -1.24  3.02  3.95  0.352



# 2
The following is a DFT calculation (ωB97M-V/def2-TZVPD) of a molecular structure, C30H46BrHfN3P2 in a non-equilibrium geometry.

The value obtained for the lowest unoccupied orbital energy is -14.4 eV. The molar mass is 769.1 g/mol. For the gap between HOMO and LUMO, the calculation gives 0.13978 Ha. The total charge is +4. For the total energy, the calculation gives -4638.083468 Eh.

Last column: Mulliken charge in e.
Geometry (Å):
N  4.83  3.41  2.24  -0.502
C  4.64  2.28  2.90  -0.605
C  3.70  1.32  2.49  -0.564
C  3.04  1.51  1.26  0.678
C  3.23  2.72  0.59  -0.431
C  4.15  3.65  1.11  -0.325
C  2.11  0.44  0.72  -1.157
Hf  0.07  -0.20  0.61  1.937
P  -1.42  -2.08  -1.17  1.274
C  1.63  0.46  -0.71  0.068
C  2.21  -0.44  -1.75  -0.081
C  1.61  -0.68  -3.01  -0.012
C  1.82  -1.90  -3.64  -0.432
C  2.58  -2.98  -2.94  -0.499
C  3.65  -2.30  -2.09  -0.863
C  3.42  -1.12  -1.47  -0.546
Br  1.55  -4.22  -1.95  0.091
H  2.46  -0.53  1.09  1.152
H  1.23  1.40  -1.10  0.526
H  3.60  0.42  3.08  0.474
H  2.68  2.97  -0.33  0.381
H  5.28  2.11  3.77  0.423
H  4.36  4.59  0.59  0.408
H  0.94  0.11  -3.42  0.743
H  4.10  -0.68  -0.75  0.673
H  1.28  -2.11  -4.58  0.568
H  4.55  -2.86  -1.89  0.510
P  -1.16  2.05  0.45  0.385
C  -1.43  -3.55  -2.22  -0.641
C  -1.84  -3.87  -3.61  -1.471
H  -1.37  -4.46  -1.62  0.863
H  2.97  -3.76  -3.63  0.572
H  -1.58  -4.93  -3.79  0.428
H  -2.93  -3.89  -3.84  0.431
H  -1.32  -3.31  -4.41  0.367
C  -1.76  -0.84  -2.52  1.326
C  -2.87  -0.93  -3.56  -1.542
H  -0.80  -0.79  -3.05  -0.058
H  -1.86  0.10  -1.99  -1.378
H  -2.90  0.06  -4.06  0.430
H  -2.65  -1.66  -4.34  0.390
H  -3.84  -1.13  -3.11  0.309
C  -3.07  -2.12  -0.25  -0.486
C  -4.24  -2.97  -0.78  -1.138
H  -3.39  -1.08  -0.14  0.177
H  -2.85  -2.49  0.76  0.500
H  -5.06  -2.99  -0.04  0.416
H  -4.67  -2.56  -1.70  0.243
H  -3.94  -4.02  -0.96  0.339
C  -2.77  1.78  1.30  -0.280
C  -3.62  3.03  1.50  -1.437
H  -2.60  1.30  2.27  0.237
H  -3.34  1.04  0.71  0.248
H  -3.21  3.67  2.29  0.409
H  -3.71  3.63  0.58  0.380
H  -4.64  2.75  1.80  0.420
C  -1.84  2.59  -1.20  -0.805
C  -0.74  2.82  -2.24  -1.147
H  -2.45  3.50  -1.05  0.627
H  -2.55  1.83  -1.56  0.601
H  0.04  3.49  -1.86  0.372
H  -0.28  1.87  -2.53  0.098
H  -1.16  3.27  -3.15  0.522
C  -0.49  3.64  1.05  -1.160
C  0.50  3.67  2.22  -0.781
H  -1.30  4.34  1.25  0.758
H  0.03  4.09  0.19  0.544
H  1.53  3.81  1.86  0.167
H  0.29  4.53  2.88  0.394
H  0.51  2.79  2.86  -0.112
N  -0.30  0.28  2.82  -0.390
C  0.42  -0.84  3.33  0.123
C  0.48  -1.08  4.69  -0.679
C  1.18  -2.21  5.11  -0.523
C  1.86  -2.96  4.11  -0.615
C  1.74  -2.64  2.76  -0.489
N  0.94  -1.59  2.36  -0.314
H  -1.25  0.29  3.21  0.455
H  0.06  1.17  3.25  0.085
H  -0.08  -0.43  5.34  0.545
H  1.23  -2.50  6.19  0.481
H  2.47  -3.86  4.39  0.431
H  2.33  -3.18  2.00  0.485